Density functional theory data (ωB97M-V with the def2-TZVPD basis set) for a cluster of 9 separate species, C69H64N10O20S2 in total at a distorted geometry.

## Properties
Gap between HOMO and LUMO: 8.182 eV
SMILES: C=CCC1=C(CCCSC(=S)n2ccnc2)C(=O)C(CCOC(=O)CC)=CC1=O.O=[N+]([O-])c1ccccc1.O=[N+]([O-])c1ccccc1.O=[N+]([O-])c1ccccc1.O=[N+]([O-])c1ccccc1.O=[N+]([O-])c1ccccc1.O=[N+]([O-])c1ccccc1.O=[N+]([O-])c1ccccc1.O=[N+]([O-])c1ccccc1
Net charge: 0
HOMO level: -9.2407 eV

Cartesian coordinates (Å):
S -3.407189 -2.350145 -3.615220
S -2.286095 -0.249525 -1.813219
O 6.036091 -4.763900 3.021229
O 4.353603 -0.071899 -10.210195
O -1.156785 -4.993860 7.742703
O -4.192205 1.690743 2.000555
O 1.725897 2.798479 1.684100
O -2.019422 -3.437285 1.139185
O -0.193911 -4.413668 9.576389
O -1.457304 9.202950 5.348659
O 2.616076 2.647013 -3.616269
O -1.512240 7.899688 7.058818
O -9.122130 -0.183374 0.402910
O 0.049998 -3.754732 1.622157
O 3.461156 -2.016237 -10.432508
O 8.516395 3.287153 -4.714635
O 8.607529 4.494540 -6.494522
O -8.122702 0.391546 2.221619
O 1.066979 0.742785 2.291975
O 4.616711 -3.844107 4.350270
O 4.497879 1.620705 -3.488180
O -4.084043 -2.478580 4.109429
N -8.788658 0.639968 1.233594
N 3.832014 2.629082 -3.641868
N 8.750967 3.445383 -5.900874
N -0.996822 -2.488685 -2.604033
N -1.285222 8.127842 5.887411
N -1.104828 -4.110589 1.600743
N 0.557972 -3.787072 -1.794109
N 3.861301 -1.087423 -9.760132
N 5.070467 -4.060170 3.243950
N -0.822742 -4.166705 8.567292
C 9.526131 2.436454 -8.006499
C 1.278117 1.387384 -0.147725
C 5.870973 6.247499 -4.359487
C -0.729361 -7.444982 3.215340
C 10.093459 0.103411 -8.100970
C -2.742259 -5.871055 2.115522
C -2.488605 -1.204949 2.843689
C 4.408093 -3.425089 2.097268
C 4.885015 -3.667635 0.820301
C -4.848460 -0.531724 1.324539
C 2.660526 1.266548 -0.851400
C -2.037166 -7.910551 3.171250
C -1.210369 -2.769231 8.328864
C 3.070680 -2.441880 -6.373888
C -1.432193 -5.423897 2.157588
C -1.326540 0.811491 1.836740
C 2.718497 -1.973784 1.235331
C 0.942147 -3.385293 -3.060166
C -4.815810 -1.715530 1.945531
C -0.218001 0.968636 2.911090
C -5.721997 -2.851010 1.482071
C -8.834581 2.991505 1.950131
C -7.146738 -2.560214 1.954011
C -0.036923 -2.586474 -3.570934
C -9.218755 2.027105 1.034231
C 6.593841 5.070265 -4.195926
C -0.481195 7.254529 3.729902
C -10.008055 2.340990 -0.059261
C 5.922109 3.882549 -3.948348
C -3.900813 0.525798 1.857764
C 4.483669 6.241755 -4.274264
C 4.151704 -0.142841 -7.504322
C 4.269571 -3.051823 -0.257208
C 9.959910 1.335800 -8.727227
C -2.525226 -0.027622 2.235902
C 9.231811 2.287521 -6.661934
C -2.197221 -1.742275 -2.707207
C -1.212238 -0.482196 9.019150
C -3.822950 -1.886568 3.085872
C 3.809666 5.056968 -4.032393
C -4.956138 -0.760670 -1.124697
C -7.911367 -3.454166 2.568725
C -3.042474 -7.123403 2.624554
C -0.828106 -1.796152 9.236417
C -0.421120 -6.194814 2.705785
C 3.327160 -2.588817 2.317083
C 9.369690 1.067269 -6.022224
C 3.190565 -2.203049 -0.049576
C -0.133902 4.733824 4.850098
C -0.597343 5.777314 5.635935
C -0.771053 7.025506 5.063921
C 0.154417 4.946342 3.507848
C -0.015563 6.207173 2.950668
C 3.738754 -1.197753 -8.300186
C -1.958865 -2.456563 7.207803
C -0.586157 -3.247058 -1.546021
C 9.801393 -0.029737 -6.749818
C 3.472149 -1.387210 -5.563650
C -10.058915 4.625814 0.683607
C -4.025270 0.271567 -1.815957
C -10.430656 3.648988 -0.231254
C -1.972048 -0.155707 7.902931
C -9.258633 4.298143 1.770252
C -2.341948 -1.141869 6.997857
C -5.701444 -0.156026 0.126980
C 4.014611 -0.240469 -6.128451
C 1.367665 1.694396 1.344837
C 4.538724 3.890177 -3.876175
C 3.203010 -2.349455 -7.750819
H 4.574113 0.751273 -7.940251
H 4.632935 -3.231181 -1.260484
H -0.230645 2.025339 3.216810
H 2.650566 -3.336173 -5.932143
H 1.877282 -1.314525 1.394451
H 0.000744 3.751287 5.284061
H -4.313079 -1.563239 -0.737459
H -0.922464 0.287476 9.722023
H -8.967047 -3.214466 2.689956
H -5.717679 -2.889790 0.383354
H 10.190590 1.437070 -9.779013
H 0.050536 -8.059044 3.644522
H 5.726198 -4.325496 0.655480
H 2.730836 5.054397 -3.970258
H -2.250487 -3.219125 6.499195
H -11.052872 3.907402 -1.077464
H -1.540793 -1.669957 3.113009
H 0.732977 0.452954 -0.347742
H 2.715735 -1.718805 -0.893292
H -7.472095 -4.363407 2.979043
H 2.788936 2.147512 -1.494880
H -1.706342 1.811815 1.579596
H 9.420213 3.392948 -8.497928
H -0.614799 8.233058 3.291472
H -4.100913 1.280740 -1.395321
H -10.299125 1.583524 -0.772873
H -8.214025 2.739373 2.798252
H -0.062238 -2.113132 -4.543957
H -4.327937 0.363273 -2.870067
H 0.598310 -5.836680 2.739234
H 4.326769 0.577644 -5.493996
H 0.511622 4.127455 2.893946
H 1.869538 -3.672691 -3.535774
H 9.143258 0.959680 -4.971083
H 0.650022 2.177002 -0.578369
H 3.360864 -1.457694 -4.488235
H 3.928152 7.161571 -4.400806
H 9.907550 -0.990419 -6.264289
H -1.128084 -3.367272 -0.605831
H -0.354516 0.347871 3.797466
H -2.277764 0.870262 7.738766
H 7.659622 5.089337 -4.260981
H 0.212394 6.371930 1.906015
H -0.820187 5.607410 6.679520
H -6.734776 -0.490937 0.171816
H -5.388708 -3.840097 1.820398
H 6.393610 7.174982 -4.557010
H -5.643341 -1.247104 -1.824167
H -5.613545 0.933156 0.010907
H 10.425320 -0.756718 -8.668369
H -8.968182 5.061413 2.479364
H -3.526979 -5.261015 1.691255
H -4.060263 -7.488156 2.593267
H 6.478381 2.968625 -3.819119
H -10.395031 5.646159 0.549584
H -0.239662 -2.047189 10.107182
H 2.611953 0.399732 -1.519855
H -2.932820 -0.887866 6.127303
H 3.487844 1.109373 -0.154784
H 2.956176 -2.408591 3.316057
H -0.947618 0.379374 0.901626
H -2.273768 -8.891155 3.563914
H 2.886935 -3.170789 -8.377871
H -7.558538 -1.552811 1.828202

Cartesian forces (eV/Å) of the 2 atoms listed first:
0.153 0.275 0.070
0.851 0.140 0.515